Computed, not measured: the molecule C20H22N2O6S at a distorted geometry, with wB97M-V/def2-TZVPD.

```
51
Properties=species:S:1:pos:R:3:forces:R:3:nbo_charge:R:1
C 3.388018 -1.776588 1.936866 0.12 -0.02 -0.01 -0.249
H 3.691616 -1.034676 1.190881 0.01 -0.02 -0.02 0.170
O 2.031342 -1.636651 2.277766 -0.31 0.00 0.04 -0.507
C 1.099687 -1.795969 1.285586 -0.14 -0.04 0.01 0.280
C 1.383949 -2.062006 -0.044273 0.18 -0.02 0.24 -0.304
C 0.355308 -2.166233 -0.968312 -0.30 -0.08 -0.19 -0.239
C -0.969287 -1.989038 -0.592148 0.21 -0.09 0.24 0.277
C -1.259792 -1.724768 0.755506 0.10 -0.40 -0.26 -0.059
C -0.230550 -1.650052 1.671499 0.22 -0.21 -0.19 -0.231
H -0.455481 -1.441117 2.704838 -0.02 0.11 0.18 0.230
C -2.669370 -1.446878 1.205293 -0.05 -0.28 -0.51 -0.267
N -2.677358 -0.212866 1.975799 0.07 0.77 -0.29 -0.857
S -2.520718 1.179367 1.056276 -0.25 0.08 0.27 2.314
O -2.958160 2.269896 1.875297 0.16 -0.13 0.20 -0.930
O -3.150017 1.013899 -0.224249 0.34 -0.26 -0.10 -0.942
C -0.754672 1.269575 0.787375 -0.68 0.08 0.36 -0.406
C -0.275158 1.133498 -0.490182 0.26 0.06 -0.17 -0.148
C 1.099798 1.161000 -0.730762 -0.39 0.13 0.37 -0.068
C 1.956896 1.385516 0.345918 -0.27 -0.01 -0.27 -0.149
C 1.471642 1.522630 1.630802 -0.14 0.10 0.28 -0.327
C 0.099659 1.433991 1.879841 0.21 0.08 -0.11 0.434
O -0.475573 1.471953 3.090054 0.08 0.04 -0.08 -0.487
C 0.349773 1.543546 4.233263 0.14 0.00 0.19 -0.257
H 0.913208 2.480915 4.264841 -0.03 -0.04 -0.03 0.180
H 1.040086 0.695248 4.274364 -0.02 0.03 -0.01 0.185
H -0.328654 1.505156 5.083271 0.08 0.01 -0.03 0.207
H 2.167194 1.674947 2.440118 0.02 -0.01 0.10 0.228
H 3.021889 1.437296 0.177539 0.13 -0.03 0.00 0.214
C 1.612223 0.908360 -2.060179 1.03 0.02 -0.60 0.309
C 2.867730 1.000883 -2.609294 -0.79 -0.07 0.30 -0.363
C 2.698559 0.557957 -3.944163 -0.43 0.00 0.42 0.156
N 1.449953 0.229666 -4.153292 0.44 -0.25 -1.22 -0.142
O 0.768841 0.443863 -3.002424 -0.14 0.29 0.96 -0.285
C 3.729206 0.450143 -5.005405 -0.08 -0.03 -0.07 -0.641
H 4.528338 -0.217230 -4.686869 0.05 -0.03 -0.04 0.224
H 4.162822 1.428618 -5.205091 0.04 0.02 -0.06 0.227
H 3.276715 0.064808 -5.913977 0.04 -0.02 -0.09 0.238
H 3.772185 1.340228 -2.150847 0.18 0.10 0.16 0.229
H -0.983120 0.996001 -1.291565 -0.05 -0.07 -0.13 0.262
H -3.465423 -0.112652 2.596536 -0.14 0.21 0.12 0.411
H -3.317017 -1.362740 0.325799 0.03 -0.18 0.21 0.236
H -3.029585 -2.256574 1.845084 -0.02 0.12 0.00 0.217
O -2.024875 -2.055214 -1.446092 -0.10 0.03 0.26 -0.503
C -1.766771 -2.088749 -2.832164 0.01 -0.01 -0.23 -0.254
H -1.315964 -3.040764 -3.132195 0.00 0.05 0.01 0.171
H -2.739218 -1.986125 -3.310493 0.08 -0.02 -0.03 0.201
H -1.121017 -1.263053 -3.142195 0.00 -0.04 0.02 0.194
H 0.609462 -2.372228 -1.995534 0.00 0.01 -0.13 0.221
H 2.398277 -2.187895 -0.388478 0.12 0.01 -0.01 0.221
H 3.944419 -1.611235 2.858460 0.02 -0.01 -0.09 0.198
H 3.607728 -2.780557 1.559877 0.00 0.03 -0.02 0.178
```
Positions in Å, forces in eV/Å.

HOMO level: -7.97 eV
calculated total energy: -47195.0084 eV
relative energy (zero: lowest compared OMol25 entry of this formula, charge and spin): 3.619 eV
LUMO energy: 0.32 eV
charge: 0
strongest force on any atom: 0.026 Eh/bohr

=====

Computed, not measured: a structure of composition C20H23AsCl5F6MgN8O5, with wB97M-V/def2-TZVPD.

```
69
Properties=species:S:1:pos:R:3:forces:R:3:lowdin_spin:R:1
Mg 0.284361 -1.330124 -0.389403 0.43 0.49 0.10 0.002
Cl -2.300088 -0.993957 -2.016459 -0.01 0.07 -0.05 0.168
C -2.158165 -2.646688 -1.755444 0.04 -0.05 0.02 0.245
C -0.952323 -3.064975 -1.101834 -0.26 0.34 0.11 0.155
C -0.806219 -4.424275 -0.954268 0.45 -0.08 0.10 -0.003
Cl 0.626721 -5.046763 -0.189301 -0.22 0.04 -0.13 -0.014
C -1.786148 -5.320918 -1.361212 -0.25 -0.10 -0.08 0.185
Cl -1.615199 -6.981345 -1.122252 0.04 -0.04 0.04 0.097
C -3.009931 -4.845099 -1.973725 0.02 -0.44 0.03 0.097
Cl -4.191852 -5.977206 -2.448476 0.06 0.09 0.01 0.040
C -3.204064 -3.511683 -2.165516 -0.11 0.29 -0.01 0.019
Cl -4.635772 -2.912661 -2.890517 0.14 0.01 0.06 -0.001
C 1.642974 1.569376 2.343122 0.06 0.02 0.00 0.000
C 2.248129 1.172888 1.044220 -0.09 0.10 -0.10 0.000
N 1.605566 0.628734 0.025876 0.14 -0.32 0.08 0.000
C 2.536666 0.466733 -0.972336 0.03 -0.01 -0.06 0.000
C 3.755945 0.921575 -0.554946 -0.10 0.07 -0.05 0.000
N 3.545659 1.368295 0.722989 -0.03 0.02 0.14 0.000
C 5.123646 0.962627 -1.121948 0.11 -0.11 0.16 0.000
O 5.269940 0.518243 -2.346422 -0.17 -0.16 -0.15 0.000
O 6.040054 1.357178 -0.430756 -0.12 0.02 -0.10 0.000
C 2.154341 -0.253481 -2.224634 -0.22 -0.07 -0.11 0.000
O 2.945356 -0.287808 -3.180831 0.01 -0.01 0.30 0.001
O 1.008043 -0.803692 -2.173353 0.08 -0.15 -0.04 0.003
H 0.849709 0.873715 2.601305 -0.03 -0.01 0.03 0.000
H 1.212401 2.571025 2.275401 0.02 -0.01 0.00 0.000
H 2.386732 1.566573 3.139997 -0.01 0.00 -0.02 0.000
H 4.277128 1.764144 1.293145 0.01 0.02 0.00 0.000
H 4.385076 0.184105 -2.734860 0.11 0.23 0.01 0.000
C 4.451793 -2.688991 -0.312881 -0.06 -0.05 0.11 0.000
N 3.981615 -2.613072 1.065752 -0.12 0.01 -0.14 0.000
C 2.707840 -2.305471 1.394829 0.12 0.08 -0.05 0.000
N 2.420992 -2.146058 2.706163 -0.04 -0.03 -0.05 0.000
O 1.836996 -2.145663 0.525381 -0.02 -0.10 -0.05 0.000
H 4.958850 -3.636711 -0.487406 0.00 -0.01 0.01 0.000
H 5.133555 -1.872925 -0.544314 0.04 0.05 0.02 0.000
H 3.594825 -2.624528 -0.974657 -0.05 -0.01 -0.02 0.000
H 4.664676 -2.644462 1.801165 0.03 0.01 0.02 0.000
H 3.046079 -2.483510 3.415527 0.00 0.02 0.02 0.000
H 1.448921 -2.010908 2.949798 0.02 -0.01 0.04 0.000
C -3.251926 1.707922 -0.079666 0.07 0.07 -0.06 0.002
N -3.837450 3.022083 0.188274 -0.10 0.02 0.03 0.000
C -2.963249 3.725515 1.132409 0.02 -0.03 -0.10 0.000
N -1.603119 3.882290 0.605243 0.07 0.07 0.07 0.000
C -1.067257 2.549957 0.320940 -0.11 -0.07 -0.05 0.000
N -1.896066 1.812997 -0.644207 -0.03 -0.08 -0.04 0.004
C -1.965743 2.604388 -1.877334 -0.02 0.02 0.10 0.000
N -2.524936 3.938423 -1.645794 -0.01 0.07 -0.09 0.000
C -3.862507 3.779820 -1.065418 0.06 -0.03 0.04 0.000
C -1.680514 4.620529 -0.658594 -0.05 -0.09 0.00 0.000
H -3.895337 1.173113 -0.783700 0.01 0.02 -0.03 0.001
H -3.205982 1.137067 0.847032 0.02 -0.02 0.04 0.000
H -2.922414 3.162253 2.066221 0.01 -0.02 0.00 0.000
H -3.382240 4.712913 1.335872 0.00 0.01 -0.01 0.000
H -1.020818 1.974363 1.245439 -0.03 -0.01 0.03 0.000
H -0.059309 2.641498 -0.082800 0.02 0.03 -0.04 0.000
H -2.589260 2.080862 -2.608534 -0.02 0.02 0.03 0.000
H -0.959986 2.702276 -2.291861 0.01 0.01 0.01 0.000
H -4.502916 3.262795 -1.783627 0.01 -0.02 0.01 0.000
H -4.285195 4.768336 -0.874346 0.01 0.00 0.00 0.000
H -2.089639 5.614452 -0.467596 -0.02 0.00 0.00 0.000
H -0.674964 4.731001 -1.069761 0.01 -0.01 0.00 0.000
F -0.909151 -0.619367 1.080075 0.06 -0.03 -0.06 0.000
As -1.649901 -1.444161 2.521481 -0.06 -0.13 -0.15 0.000
F -3.000746 -1.821050 1.519200 0.04 -0.03 -0.10 0.001
F -2.338018 0.065100 2.945995 -0.05 0.16 -0.02 0.000
F -2.311041 -2.249559 3.864365 -0.07 -0.10 0.15 0.000
F -0.214383 -1.020584 3.413330 0.13 0.02 0.00 0.000
F -0.820763 -2.867467 1.970442 -0.03 -0.06 0.01 0.000
```
Positions in Å, forces in eV/Å.

spin multiplicity: 2
HOMO level (alpha / beta): -8.61 / -8.61 eV
calculated total energy: -188480.1702 eV
relative energy (zero: lowest compared OMol25 entry of this formula, charge and spin): 1.919 eV
LUMO energy (alpha / beta): -0.90 / -4.54 eV
charge: 0
strongest force on any atom: 0.013 Eh/bohr

=====

Computed, not measured: a structure of composition C20H23Br3IrN6O3S, with wB97M-V/def2-TZVPD.

```
57
Properties=species:S:1:pos:R:3:forces:R:3:lowdin_spin:R:1
Ir -0.552511 -1.103013 0.379726 0.14 0.16 0.03 0.027
N 0.344404 -1.044396 2.256398 -0.11 0.06 -0.03 0.000
C -0.125757 -2.176880 3.091168 -0.02 -0.01 0.03 0.000
C -0.196233 -3.386049 2.191854 0.07 -0.01 -0.01 0.000
N -1.030332 -3.021847 1.004249 0.00 0.05 -0.11 0.000
H 1.355669 -1.065581 2.081958 0.04 0.02 -0.12 0.000
H 0.163152 -0.165541 2.733735 0.08 -0.06 0.13 0.000
H -1.113509 -1.921229 3.475803 0.00 -0.01 0.00 0.000
H 0.539577 -2.349291 3.936481 0.02 0.00 -0.02 0.000
H -0.605737 -4.257018 2.700099 -0.02 0.01 0.01 0.000
H 0.793571 -3.636126 1.810352 -0.01 0.00 0.01 0.000
H -2.016676 -3.181497 1.195142 0.01 -0.01 0.06 0.000
H -0.755335 -3.624127 0.228199 -0.04 -0.04 0.03 0.000
Br 1.977121 2.881228 -1.545620 0.04 0.02 0.04 0.053
C 0.937309 1.631472 -2.436458 -0.11 -0.15 0.13 0.150
C 0.875094 1.595489 -3.815608 -0.03 -0.04 -0.01 -0.007
C 0.084139 0.660017 -4.476731 0.01 0.01 0.04 0.217
Br 0.050554 0.678745 -6.322992 0.00 0.01 -0.05 0.110
C -0.699263 -0.309905 -3.753067 0.05 0.04 0.00 0.019
C -1.562321 -1.255117 -4.329300 -0.01 -0.02 0.02 0.022
C -2.261605 -2.105565 -3.506262 0.00 0.00 -0.01 0.007
C -2.076355 -2.041952 -2.124529 0.07 0.00 0.01 0.009
N -1.248419 -1.172894 -1.563980 -0.16 -0.03 -0.16 0.017
C -0.590413 -0.305270 -2.365152 0.05 0.14 0.15 0.043
C 0.209347 0.676900 -1.660687 -0.01 0.01 0.05 0.110
O 0.217368 0.658576 -0.390938 0.01 0.03 -0.16 0.214
H 1.449480 2.307553 -4.391993 -0.01 0.00 -0.01 -0.003
H -1.677366 -1.306433 -5.403170 0.00 0.00 0.00 0.002
H -2.944611 -2.836453 -3.914179 0.00 0.00 0.00 0.000
H -2.601768 -2.715700 -1.461305 -0.01 0.00 -0.01 0.000
Br 2.971485 1.382103 2.941533 -0.03 -0.03 0.00 0.000
C 3.561460 0.562523 1.325549 -0.01 0.03 0.02 0.001
C 4.782308 0.935559 0.785899 -0.01 0.00 -0.02 0.000
C 5.144827 0.339927 -0.410202 -0.01 0.00 -0.01 0.000
C 4.277938 -0.561381 -1.014434 0.00 0.02 0.04 0.000
C 3.085297 -0.862014 -0.376306 0.01 -0.03 0.01 0.000
N 2.743265 -0.318262 0.795956 -0.08 -0.03 0.03 0.001
C 2.129255 -1.830224 -1.049161 -0.09 0.02 -0.26 0.001
O 2.444060 -2.296573 -2.120324 -0.01 0.03 0.02 0.001
O 0.994116 -2.145069 -0.464521 0.15 -0.11 0.35 0.002
H 5.414262 1.655395 1.284600 0.00 0.00 0.00 0.000
H 6.093174 0.582923 -0.870579 0.00 0.00 0.00 0.000
H 4.508758 -1.041747 -1.953317 0.00 0.00 -0.01 0.000
C -3.898565 3.230500 2.715282 0.00 0.00 0.03 0.000
N -3.635558 2.001439 1.961651 -0.05 0.02 -0.04 0.000
C -2.467633 1.446387 1.664443 0.06 -0.03 -0.03 0.000
S -2.529559 -0.261329 1.339901 0.00 -0.05 -0.13 0.001
N -1.328834 2.123160 1.638969 0.05 -0.02 0.14 0.001
C -1.137487 3.572381 1.564251 0.01 0.04 -0.06 0.000
H -4.739875 3.040491 3.376937 -0.01 0.00 -0.01 0.000
H -4.149008 4.060200 2.057272 0.01 0.00 0.01 0.000
H -3.042371 3.488695 3.330012 0.00 -0.01 0.01 0.000
H -4.432518 1.404390 1.799352 0.01 -0.01 0.02 0.000
H -0.501865 1.572480 1.474315 -0.01 0.01 -0.14 0.000
H -2.010233 4.047076 1.126141 0.01 0.00 -0.01 0.000
H -0.285503 3.756679 0.913059 0.00 -0.01 0.00 0.000
H -0.929772 4.006195 2.540530 -0.02 0.00 0.00 0.000
```
Positions in Å, forces in eV/Å.

spin multiplicity: 2
HOMO level (alpha / beta): -14.11 / -14.24 eV
calculated total energy: -259987.5387 eV
relative energy (zero: lowest compared OMol25 entry of this formula, charge and spin): 0.000 eV
LUMO energy (alpha / beta): -6.52 / -8.56 eV
charge: +2
strongest force on any atom: 0.008 Eh/bohr

=====

Computed, not measured: a structure of composition C20H23BrF6InN2O7S2 at a distorted geometry, with wB97M-V/def2-TZVPD.

```
62
Properties=species:S:1:pos:R:3:forces:R:3:nbo_charge:R:1
In 0.443686 0.028192 -0.795831 -0.54 0.25 0.03 1.648
C -0.566288 -2.043851 -3.358432 0.14 0.02 -0.14 -0.094
C 0.926192 -1.830832 -3.413976 -0.05 -0.15 -0.33 -0.089
O 1.512373 -1.620889 -2.124287 -0.58 0.57 0.35 -0.552
C 2.058763 -2.723685 -1.417482 0.29 -0.25 0.15 -0.090
C 1.080174 -3.295024 -0.426709 0.10 -0.16 -0.15 -0.089
O 0.784123 -2.218774 0.454307 -0.58 -0.57 -1.10 -0.560
C -0.352389 -2.412110 1.283735 -0.65 -0.32 0.17 -0.085
C -1.413468 -1.386798 0.929525 -0.20 -0.61 0.83 -0.138
O -1.428824 -1.328260 -0.488661 0.32 -0.02 -0.06 -0.589
C -2.574726 -0.692532 -1.040501 -0.83 0.03 -0.17 -0.096
C -2.456895 -0.797312 -2.565057 -0.25 -0.10 0.12 -0.096
O -1.094959 -0.792249 -2.963046 0.13 -0.10 0.08 -0.538
H -0.922625 -2.313203 -4.358409 -0.03 -0.04 0.04 0.206
H -0.844115 -2.829669 -2.652172 -0.05 -0.04 -0.01 0.179
H 1.420996 -2.664257 -3.914327 0.09 0.02 0.07 0.207
H 1.102925 -0.907467 -3.967188 0.16 -0.07 -0.02 0.236
H 2.420889 -3.485947 -2.109047 -0.04 0.05 -0.05 0.212
H 2.900872 -2.318704 -0.853921 0.10 0.00 -0.17 0.227
H 0.175829 -3.671307 -0.910566 -0.04 0.03 0.06 0.188
H 1.562400 -4.114507 0.116111 -0.08 0.00 0.05 0.207
H -0.751255 -3.417297 1.133734 0.10 -0.03 -0.01 0.203
H -0.058479 -2.303548 2.329674 -0.14 -0.12 -0.06 0.214
H -2.382458 -1.708023 1.322077 0.03 0.01 -0.13 0.214
H -1.176884 -0.400895 1.341629 -0.53 -0.85 -0.28 0.247
H -3.483035 -1.196975 -0.697686 0.12 -0.14 0.03 0.202
H -2.614776 0.349804 -0.710881 -0.20 -0.61 -0.06 0.213
H -2.952390 -1.700244 -2.928240 0.07 -0.03 -0.01 0.194
H -2.935860 0.069225 -3.018175 -0.08 -0.06 0.00 0.229
F -3.576639 3.724241 -1.428138 0.04 0.03 0.11 -0.309
C -2.841351 4.274284 -0.450071 -0.05 0.10 -0.01 0.977
F -3.658811 5.058746 0.268940 0.11 -0.02 -0.07 -0.313
F -1.913986 5.056313 -1.020564 -0.13 -0.09 0.04 -0.304
C -2.187310 3.229191 0.421569 0.08 0.10 -0.02 -0.193
C -2.363404 3.240130 1.745588 -0.07 -0.08 -0.04 -0.082
C -1.690889 2.244671 2.635460 0.00 -0.20 0.01 -0.248
C -0.435877 1.737864 1.951093 0.01 0.05 0.07 -0.151
N -0.719761 1.369667 0.603956 0.56 0.07 -0.84 -0.707
C -1.367589 2.162714 -0.196398 -0.06 0.60 0.21 0.135
S -1.241115 1.836513 -1.844951 0.67 0.67 -0.18 -0.062
H -3.037398 3.946892 2.211055 0.02 0.04 -0.05 0.257
H -1.483048 2.667306 3.613718 -0.02 0.01 0.00 0.254
H 0.259917 2.594337 1.926374 -0.04 0.02 0.04 0.260
F 5.037443 2.490621 -0.740960 -0.05 -0.05 0.11 -0.293
C 4.156642 2.341187 -1.715809 -0.19 -0.05 -0.09 0.748
F 3.740940 3.530475 -2.129428 0.10 -0.04 -0.02 -0.292
F 4.717747 1.685841 -2.723781 0.02 0.00 0.03 -0.297
S 2.669357 1.408342 -1.135757 0.84 0.77 0.05 2.269
O 3.089062 0.171599 -0.494356 0.06 -0.24 0.02 -0.937
O 1.923898 1.121232 -2.364911 -0.34 -0.23 0.08 -0.939
O 1.933958 2.274853 -0.243702 0.12 0.11 0.03 -0.918
Br -2.994723 0.793534 2.970026 -0.01 0.30 0.16 0.007
C 0.351122 0.605635 2.574643 0.28 0.10 0.49 0.216
C 0.418738 0.414279 3.945919 0.06 -0.07 0.07 -0.201
C 1.277317 -0.556494 4.438275 -0.04 0.04 0.01 -0.144
C 2.066083 -1.274708 3.554214 0.10 0.05 -0.07 -0.256
C 1.932789 -1.025431 2.198659 0.68 0.55 0.63 0.092
N 1.066643 -0.130803 1.727721 0.47 0.59 -0.13 -0.501
H -0.172857 1.010450 4.626342 -0.05 0.01 -0.04 0.225
H 1.346877 -0.734947 5.502999 -0.01 0.01 0.01 0.237
H 2.777947 -2.005231 3.911387 0.01 -0.01 -0.04 0.239
H 2.538485 -1.536158 1.464720 0.08 0.17 0.25 0.224
```
Positions in Å, forces in eV/Å.

HOMO level: -11.63 eV
calculated total energy: -151610.5643 eV
relative energy (zero: lowest compared OMol25 entry of this formula, charge and spin): 1.945 eV
LUMO energy: -3.36 eV
charge: +1
strongest force on any atom: 0.027 Eh/bohr

=====

What is the formula in the fourth record?
C20H23BrF6InN2O7S2

=====

Which formula does entry 2 have?
C20H23AsCl5F6MgN8O5